1.
{
  "formula": "C4H4BrN2O2S",
  "method": "ωB97M-V with the def2-TZVPD basis set",
  "smiles": "C/N=C/[C@@]1([O-])OC(Br)=NS1",
  "charge": -1,
  "gap_ev": 7.26,
  "elements": ["C", "N", "C", "C", "O", "O", "C", "Br", "N", "S", "H", "H", "H", "H"],
  "xyz": [[-0.6242, 0.3619, 0.4711], [-0.7053, -0.3534, -0.7555], [0.3165, -0.7158, -1.3689], [0.2267, -1.4422, -2.6446], [-0.7835, -1.5627, -3.3162], [1.4613, -1.0366, -3.4800], [2.1225, -2.0925, -3.9340], [3.3219, -1.7424, -5.3760], [2.1137, -3.2152, -3.4458], [1.0735, -3.3000, -2.0472], [-1.5700, 0.1613, 0.9465], [0.1741, 0.0172, 1.0202], [-0.5135, 1.4382, 0.3622], [1.2561, -0.6686, -0.6960]],
  "atomic_forces_ev_per_a": [[-1.540, 0.098, -0.917], [-1.780, 0.904, -1.624], [1.716, 0.286, 2.934], [-0.159, -1.126, -1.359], [0.013, 0.253, 0.356], [0.475, 0.268, -0.158], [-0.174, 2.022, 0.074], [-0.027, 0.253, -0.252], [-0.316, -2.648, 1.278], [0.485, 0.207, -0.702], [-0.185, 0.187, 0.790], [2.009, -0.787, 1.828], [-0.110, 0.144, -0.392], [-0.406, -0.059, -1.856]]
}

---

2.
{
  "formula": "C7H22AlClI2N2OP2",
  "method": "ωB97M-V with the def2-TZVPD basis set",
  "charge": 2,
  "gap_ev": [6.46, 4.23],
  "elements": ["I", "I", "Al", "P", "C", "C", "H", "H", "H", "H", "H", "H", "C", "H", "H", "H", "P", "C", "C", "H", "H", "H", "C", "H", "H", "H", "H", "H", "H", "Cl", "N", "C", "N", "O", "H", "H", "H", "H"],
  "xyz": [[-1.1307, -2.4295, -0.0377], [-0.1315, 0.4101, 2.8258], [0.3503, 1.3691, -2.0630], [2.2104, 0.1320, -0.9439], [3.3249, -1.1355, -0.0135], [2.6189, -0.4161, -2.6395], [3.7145, -0.4456, -2.8612], [4.3480, 1.4028, -1.1515], [2.1094, 0.3262, -3.3083], [2.8207, 2.3978, -1.3478], [2.6722, -2.0658, -0.0089], [2.1580, -1.4021, -2.8177], [3.3060, 1.5847, -0.7746], [4.2873, -1.2664, -0.5776], [3.3436, 1.8822, 0.2894], [3.4609, -0.6789, 1.0171], [-2.1305, 0.9279, -0.2609], [-3.3250, 0.1115, 0.9750], [-2.5801, 2.6437, 0.1681], [-2.6956, 1.2496, -2.5395], [-4.2448, 1.1198, -1.5881], [-3.2478, -0.3540, -1.9834], [-3.2044, 0.7153, -1.7179], [-2.0759, 3.2798, -0.5851], [-3.6856, 2.8464, 0.1583], [-4.3013, 0.6499, 0.9775], [-2.7831, 0.1942, 1.9682], [-2.1644, 2.8937, 1.1589], [-3.4202, -0.9577, 0.6305], [0.0355, 3.1585, -3.2470], [-1.2191, -2.3657, 2.6582], [0.1076, -2.1075, 2.3387], [1.2758, -2.4796, 2.6921], [0.2204, -1.0838, 1.2512], [-1.3415, -2.9991, 3.5172], [-2.0929, -2.0063, 2.0270], [2.1668, -1.9761, 2.3306], [1.2431, -3.1255, 3.4834]],
  "atomic_forces_ev_per_a": [[-0.132, -0.890, -4.241], [0.621, 1.926, -0.318], [-1.466, 0.785, -0.067], [2.824, -0.996, 0.335], [-1.709, 0.212, 0.324], [-0.202, 0.241, -0.599], [-0.934, 0.099, 0.217], [-1.042, 0.119, 0.270], [0.684, -0.676, -0.149], [0.614, 0.038, 0.246], [1.244, 0.802, 0.216], [0.185, 0.347, -0.087], [0.098, 0.471, -0.098], [-0.986, 0.132, 0.667], [-0.009, -0.005, -0.508], [0.095, -0.813, -1.129], [-2.106, 0.272, 0.418], [1.368, -0.510, 0.170], [0.270, 0.782, -0.117], [-0.519, -0.177, 0.005], [1.055, -0.360, 0.005], [-0.067, 0.391, -0.012], [-0.066, 0.017, -0.734], [-0.392, 0.052, 0.436], [1.073, -0.351, -0.046], [0.812, -0.452, 0.011], [-1.187, -0.275, -0.919], [-0.207, 0.038, -0.367], [-0.316, 1.157, 0.642], [0.275, -0.989, 0.790], [1.809, -1.126, 2.279], [-3.686, 3.171, -3.641], [1.298, -0.963, 1.278], [-0.868, -1.474, 3.689], [-0.293, 1.323, -1.817], [2.901, -1.019, 2.168], [-2.178, -1.335, 0.893], [1.139, 0.036, -0.209]]
}

---

3.
{
  "formula": "C12H7N3O4S2Tb",
  "method": "ωB97M-V with the def2-TZVPD basis set",
  "charge": 1,
  "s2": 12.09,
  "gap_ev": [5.93, 7.51],
  "multiplicity": 7,
  "elements": ["Tb", "S", "C", "N", "C", "C", "C", "C", "C", "C", "S", "H", "H", "H", "H", "O", "C", "O", "C", "C", "N", "N", "C", "C", "O", "O", "H", "H", "H"],
  "xyz": [[-1.3251, 1.0793, -1.9635], [-2.2974, 3.5040, -1.2012], [-0.8997, 3.2220, -0.2729], [-0.3634, 1.9678, -0.2337], [0.7989, 1.8926, 0.5299], [1.8211, 0.9706, 0.5769], [3.0790, 1.2643, 1.1566], [3.3174, 2.4981, 1.8114], [2.3015, 3.4776, 1.8138], [1.0942, 3.1844, 1.1358], [-0.0665, 4.3730, 0.7123], [1.6972, -0.0176, 0.0670], [3.7989, 0.4692, 1.1658], [4.3202, 2.6840, 2.1539], [2.5169, 4.5411, 2.2097], [-0.5790, -4.8168, -1.4794], [-1.3715, -4.3316, -0.5064], [-1.7935, -5.1097, 0.4017], [-1.7286, -2.9302, -0.4630], [-2.4797, -2.3760, 0.5673], [-2.7210, -1.0600, 0.2908], [-1.9749, -0.6601, -0.7616], [-1.2921, -1.7678, -1.1538], [-0.1301, -1.6132, -2.0302], [0.3893, -2.6846, -2.3915], [0.2587, -0.3849, -2.3313], [-0.2451, -4.1013, -2.0644], [-2.8945, -2.9334, 1.4311], [-3.2312, -0.3408, 0.8292]],
  "atomic_forces_ev_per_a": [[0.510, 1.067, -1.164], [-0.480, 0.270, -0.337], [0.529, -0.948, 0.736], [0.264, 1.042, 0.440], [1.286, 3.106, 0.932], [0.773, -1.705, -0.540], [-1.765, 0.666, 0.568], [-1.136, -0.464, -1.123], [0.495, 0.707, -0.189], [1.187, -1.170, 0.324], [-0.833, -0.226, -0.541], [0.117, 0.946, 0.514], [0.408, -0.006, -0.095], [-0.011, 0.242, 0.415], [-0.508, -1.978, -0.631], [-1.320, 0.313, 1.133], [0.289, -5.102, 2.103], [1.110, 3.056, -2.996], [0.478, 2.936, 0.631], [-1.655, -0.040, 0.129], [0.306, -0.525, 0.599], [-0.068, -1.943, 1.075], [-1.340, -0.067, 0.483], [1.665, -1.573, -1.777], [-0.121, 2.816, -0.061], [-0.815, -1.281, 0.265], [0.080, 0.132, 0.204], [0.158, 0.686, -0.735], [0.397, -0.956, -0.363]]
}

---

4.
{
  "formula": "C16H24O12",
  "method": "ωB97M-V with the def2-TZVPD basis set",
  "smiles": "C[C@H]1COC(=O)O1.C[C@H]1COC(=O)O1.C[C@H]1COC(=O)O1.C[C@H]1COC(=O)O1",
  "gap_ev": 10.70,
  "elements": ["C", "C", "C", "O", "C", "O", "O", "H", "H", "H", "H", "H", "H", "C", "C", "C", "O", "C", "O", "O", "H", "H", "H", "H", "H", "H", "C", "C", "C", "O", "C", "O", "O", "H", "H", "H", "H", "H", "H", "C", "C", "C", "O", "C", "O", "O", "H", "H", "H", "H", "H", "H"],
  "xyz": [[9.1641, -6.0946, -0.5289], [9.4783, -4.5994, -0.5649], [8.8999, -3.9076, 0.7100], [9.9511, -3.0716, 1.1007], [11.0881, -3.4353, 0.6251], [12.2076, -2.9992, 0.9378], [10.8809, -4.3859, -0.3328], [9.6441, -6.6510, 0.2761], [9.3633, -6.4782, -1.5295], [8.0939, -6.1745, -0.3379], [8.9984, -4.0247, -1.3570], [8.5843, -4.5327, 1.5452], [8.0657, -3.3609, 0.2703], [-3.4007, 5.0588, 0.8057], [-4.8468, 5.6322, 1.1233], [-5.5387, 6.0148, -0.1748], [-6.7537, 5.3375, -0.0853], [-6.8192, 4.6119, 1.0095], [-7.8208, 3.9658, 1.4257], [-5.6592, 4.6589, 1.6253], [-2.8691, 4.5584, 1.6150], [-2.8489, 5.9301, 0.4528], [-3.3888, 4.2835, 0.0396], [-4.8269, 6.5417, 1.7238], [-4.9450, 5.7120, -1.0373], [-5.7875, 7.0755, -0.1399], [3.5691, 0.9010, 1.7571], [2.8380, -0.2002, 1.0448], [1.6676, -0.6595, 1.8855], [0.5271, -0.3488, 1.1397], [0.8207, 0.1875, -0.0394], [0.0609, 0.3809, -0.9449], [2.1517, 0.2165, -0.2007], [3.0251, 1.6651, 2.3124], [4.4022, 1.4104, 1.2729], [4.1684, 0.5313, 2.5891], [3.4660, -1.0703, 0.8533], [1.7415, -0.1250, 2.8326], [1.5757, -1.7302, 2.0673], [-6.3417, -2.1100, -1.0410], [-7.0129, -0.7258, -1.3471], [-6.1890, 0.1340, -2.2954], [-6.8802, 0.1557, -3.5465], [-8.0952, -0.2502, -3.4153], [-8.8833, -0.2239, -4.3238], [-8.1732, -0.9537, -2.1455], [-6.7276, -2.9346, -1.6404], [-6.5081, -2.3440, 0.0105], [-5.2615, -2.0380, -1.1683], [-7.4513, -0.1674, -0.5200], [-5.3088, -0.4446, -2.5755], [-6.0954, 1.0783, -1.7591]],
  "atomic_forces_ev_per_a": [[-0.509, 0.828, -1.028], [-0.054, -0.763, 3.323], [-0.557, -0.387, -1.565], [-1.711, 1.891, 2.019], [4.792, 0.129, -0.856], [-3.628, -1.387, -0.896], [0.434, 0.113, -0.919], [0.398, 0.299, -0.235], [0.095, -0.573, 0.279], [-0.190, -0.132, -0.210], [0.967, -0.401, -0.793], [0.127, -0.154, -0.142], [-0.164, 0.531, 1.018], [-0.907, 0.649, 0.456], [3.080, 0.136, -1.620], [0.472, 0.939, 0.175], [-1.674, -0.248, -1.342], [-4.436, -2.874, 1.836], [3.910, 2.472, -1.887], [-0.209, -1.481, 2.410], [-0.244, 0.564, 0.489], [0.386, -0.201, -0.021], [-0.550, 0.251, -0.353], [0.283, -0.412, 0.686], [-0.393, 0.139, -0.223], [0.305, 0.041, -0.624], [1.769, 0.822, 0.839], [-0.663, 0.156, -0.590], [0.024, -0.578, 0.695], [-1.634, 0.799, 0.663], [0.216, -1.326, -1.763], [0.011, 0.542, 0.972], [1.694, 0.294, 0.975], [-0.854, 0.009, -0.694], [-0.452, 0.019, -0.986], [-0.201, -1.037, 0.211], [0.247, 0.406, -0.538], [-0.698, -0.076, 0.108], [0.526, -0.019, 0.118], [-0.261, 1.123, 0.993], [-0.796, -1.476, -1.327], [0.672, -1.040, 0.294], [1.846, 2.110, 0.623], [-1.662, -2.638, 0.214], [0.094, -0.184, 1.973], [-1.814, 0.864, -2.523], [-0.140, 0.354, -0.165], [-0.035, -0.226, -0.021], [-0.002, -0.028, -0.076], [0.882, -0.208, 0.518], [0.610, 0.928, 0.584], [0.599, 0.440, -1.073]]
}

---

The evaluated electronic energy for the records listed, in turn: -92165.4526; -66522.4940; -69316.1767; -41549.2217 eV.